Density functional theory data (ωB97M-V/def2-TZVPD) for C7H8O2 as an isolated structure.

Summary:
HOMO, Eh: -0.3522
Maximum force, eV Å⁻¹: 7.6
Kohn-Sham gap, eV: 10.6

Geometry as ORCA input:
```
! RIJCOSX wB97M-V def2-TZVPD def2/J DEFGRID3
* xyz 0 1
C -2.0659 0.2712 0.0918
C -0.1582 -0.8766 -0.5712
C 0.1890 -0.6001 0.8444
C -0.6939 0.5856 0.5018
C 0.1222 0.5576 -0.8003
C 1.5880 0.5991 -0.4663
C 1.5686 -0.2421 0.7242
H -2.6649 -0.0553 0.9742
H -2.6020 1.0319 -0.7117
H 0.3790 -1.6245 -1.3443
H -0.1232 -1.4383 1.7308
H -0.6672 1.3777 1.1130
H -0.1861 0.9764 -1.7257
H 2.2514 1.4089 -0.8387
H 2.6050 -0.1728 1.4433
O -1.6251 -1.0834 -0.5252
O 2.0833 -0.7155 -0.4400
*
```

***

Density functional theory data (ωB97M-V/def2-TZVPD) for one molecule with the formula C4H5Cl.

Summary:
HOMO, Eh: -0.3441
Maximum force, eV Å⁻¹: 4.5
Kohn-Sham gap, eV: 10.4
Structure (SMILES): CC1=C[C@@H]1Cl

Geometry as ORCA input:
```
! RIJCOSX wB97M-V def2-TZVPD def2/J DEFGRID3
* xyz 0 1
C -0.0308 0.3919 0.9823
C 0.2079 -0.2927 -0.3473
C -0.0779 -0.3773 -1.6053
C 0.8671 -1.4671 -0.8882
Cl 0.1080 -2.9986 -0.5285
H -1.0547 0.7732 1.1621
H 0.7725 1.1119 1.1848
H 0.1505 -0.4287 1.6486
H -0.3717 -0.3882 -2.5779
H 1.8973 -1.4119 -0.9527
*
```

***

Density functional theory data (ωB97M-V/def2-TZVPD) for one molecule with the formula C5H8ClN.

Summary:
HOMO, Eh: -0.3367
Maximum force, eV Å⁻¹: 6.5
Kohn-Sham gap, eV: 10.0
Structure (SMILES): C=C(Cl)/C(C)=N/C

Geometry as ORCA input:
```
! RIJCOSX wB97M-V def2-TZVPD def2/J DEFGRID3
* xyz 0 1
C -0.8204 -2.4534 0.6153
C -0.7964 -1.1578 0.8422
Cl -1.9784 -0.5021 1.9014
C -0.0257 -0.0008 0.0402
C 1.0271 -0.4680 -0.8795
N -0.5006 1.1211 0.3497
C 0.0236 2.4749 0.0117
H -1.4695 -3.0175 1.1580
H 0.0329 -3.0353 0.0644
H 2.0276 -0.0213 -0.7778
H 0.7418 0.0660 -1.7874
H 1.2565 -1.5449 -0.9814
H 1.0217 2.4512 -0.6559
H 0.0985 3.0734 0.8273
H -0.6387 3.0144 -0.7281
*
```

***

Density functional theory data (ωB97M-V/def2-TZVPD) for one molecule with the formula C4H7N3O2.

Summary:
HOMO, Eh: -0.3283
Maximum force, eV Å⁻¹: 5.4
Kohn-Sham gap, eV: 9.8
Structure (SMILES): CCc1n[nH]c(=O)n1O

Geometry as ORCA input:
```
! RIJCOSX wB97M-V def2-TZVPD def2/J DEFGRID3
* xyz 0 1
C 1.1632 -1.7212 1.2611
C -0.2066 -1.3905 0.6338
C 0.0086 -0.1540 -0.2392
N 0.9781 0.1521 -1.0440
N 0.6478 1.3489 -1.5609
C -0.5243 1.9017 -1.1813
O -1.0928 2.9455 -1.4208
N -0.9885 0.9342 -0.3219
O -2.0835 1.1284 0.3894
H 1.6864 -2.1678 0.3988
H 0.9726 -2.4149 2.0560
H 1.5912 -0.8053 1.7147
H -0.8170 -1.0255 1.3759
H -0.4119 -2.3649 0.1744
H 1.2816 1.5966 -2.4083
H -2.2049 2.0367 0.1724
*
```

***

Density functional theory data (ωB97M-V/def2-TZVPD) for a 2-piece molecular cluster, C10H12N3 overall.

Summary:
HOMO, Eh: -0.4457
Maximum force, eV Å⁻¹: 3.8
Kohn-Sham gap, eV: 5.6

Geometry as ORCA input:
```
! RIJCOSX wB97M-V def2-TZVPD def2/J DEFGRID3
* xyz 1 1
C -3.7871 0.0400 0.7229
C -3.0428 1.2476 0.8184
C -3.3259 -0.9373 -0.1942
C -1.8895 1.4763 0.1248
C -2.1069 -0.7292 -0.9199
C 3.3683 1.3231 0.5610
C 2.2307 1.6748 0.0030
C -1.4282 0.5392 -0.8637
C 2.2467 -0.4253 -0.0503
C 2.0446 -1.9164 -0.2620
N 3.3719 -0.0200 0.5584
N 1.5283 0.5927 -0.4482
N -0.4558 0.7261 -1.7228
H -4.6166 -0.0589 1.4091
H -3.4544 2.0588 1.5984
H -3.7032 -1.9385 -0.3450
H -1.3132 2.3223 0.2127
H -1.7486 -1.5224 -1.5847
H 4.1053 2.0290 0.9337
H 1.8687 2.6669 -0.2621
H 1.0055 -2.0263 -0.2718
H 2.3849 -1.8571 -1.2551
H 2.6718 -2.5661 0.2775
H 3.9431 -0.5073 1.2174
H -0.2282 1.6615 -1.7581
*
```

***

Density functional theory data (ωB97M-V/def2-TZVPD) for BrNi2 as an isolated structure.

Summary:
HOMO (alpha / beta), Eh: -0.9471 / -0.8866
Maximum force, eV Å⁻¹: 0.6
Kohn-Sham gap (alpha / beta), eV: 8.7 / 4.6
<S²>: 6.02

Geometry as ORCA input:
```
! RIJCOSX wB97M-V def2-TZVPD def2/J DEFGRID3
* xyz 3 5
Ni 0.9292 1.8860 -1.9771
Ni -1.0677 -1.9159 1.9529
Br 0.1385 0.0298 0.0242
*
```

***

Repeat the sixth record exactly.
Density functional theory data (ωB97M-V/def2-TZVPD) for BrNi2 as an isolated structure.

Summary:
HOMO (alpha / beta), Eh: -0.9471 / -0.8866
Maximum force, eV Å⁻¹: 0.6
Kohn-Sham gap (alpha / beta), eV: 8.7 / 4.6
<S²>: 6.02

Geometry as ORCA input:
```
! RIJCOSX wB97M-V def2-TZVPD def2/J DEFGRID3
* xyz 3 5
Ni 0.9292 1.8860 -1.9771
Ni -1.0677 -1.9159 1.9529
Br 0.1385 0.0298 0.0242
*
```

***

Q: Among the records above, which one has the highest maximum force?
A: C7H8O2